# 1
{
  "formula": "C36H28BrN4O6",
  "method": "ωB97M-V/def2-TZVPD",
  "gap_ha": 0.257,
  "charge": 1,
  "energy_ha": -4632.7857,
  "e_lumo_ev": -4.31,
  "spin_multiplicity": 1,
  "relative_energy_kcal_mol": 0.0,
  "elements": ["C", "O", "C", "H", "Br", "C", "H", "C", "H", "N", "C", "C", "C", "H", "C", "H", "H", "C", "H", "C", "C", "C", "C", "N", "H", "H", "H", "C", "H", "H", "C", "C", "C", "C", "O", "H", "C", "C", "H", "H", "O", "C", "C", "H", "H", "H", "O", "C", "C", "H", "H", "C", "H", "C", "C", "O", "C", "H", "H", "H", "H", "N", "O", "N", "H", "C", "C", "C", "C", "C", "H", "C", "H", "C", "C"],
  "coordinates": [[-4.93, -3.47, 0.26], [3.01, 1.80, 8.64], [1.40, 5.31, 5.84], [1.60, 2.90, -3.21], [0.73, -1.93, -1.28], [-4.00, -3.02, -1.91], [0.76, 7.11, 6.80], [1.15, 6.11, 6.94], [3.69, -0.30, 7.51], [2.50, -0.03, -2.24], [-3.66, -3.50, 0.80], [2.80, 0.93, 3.96], [-6.95, -2.60, -5.86], [-7.08, -2.43, -6.92], [2.43, -1.99, -3.56], [4.00, -1.80, 5.57], [2.55, 1.29, 2.97], [1.99, -1.25, -2.45], [3.87, -0.40, -7.54], [-6.49, -3.24, -1.67], [-2.55, -3.30, -0.02], [1.90, 4.02, 6.02], [-6.63, -3.03, -3.14], [2.09, 0.67, -1.11], [1.38, 3.83, -0.57], [-8.75, -3.29, -3.07], [1.58, 2.55, 0.68], [1.41, 5.64, 8.22], [1.20, 5.66, 4.84], [-1.56, -3.34, 0.41], [-2.72, -3.06, -1.37], [2.95, 1.32, 6.33], [-5.69, -2.55, -5.31], [3.35, -1.35, -4.37], [4.24, 0.90, -6.21], [3.41, -1.01, 3.30], [2.17, 3.55, 7.31], [3.80, -0.08, -4.06], [-9.04, -2.92, -5.50], [0.06, 2.84, -2.33], [-7.45, -3.43, -0.96], [4.80, 0.66, -4.93], [-7.90, -3.08, -3.70], [-4.82, -2.34, -5.92], [-3.52, -3.68, 1.86], [5.74, 0.11, -5.01], [4.67, -0.18, -7.05], [2.63, 1.78, 5.05], [3.44, 0.04, 6.51], [1.14, -3.50, -3.30], [1.77, -3.38, -4.81], [3.61, -0.80, 5.42], [1.21, 6.27, 9.08], [2.74, 2.19, 7.53], [2.13, 3.16, 4.83], [1.91, 3.57, 3.71], [1.92, 4.36, 8.41], [-5.80, -3.62, 0.89], [2.96, 3.11, -0.26], [-1.87, -2.91, -2.01], [4.97, 1.65, -4.50], [1.98, -3.25, -3.83], [-3.17, -2.50, -4.06], [3.39, 0.58, -2.99], [2.13, 3.99, 9.40], [1.68, 1.87, -1.36], [-4.15, -2.74, -3.37], [3.28, -0.35, 4.15], [1.89, 2.90, -0.30], [-5.52, -2.77, -3.94], [3.75, -1.85, -5.25], [-5.11, -3.24, -1.10], [0.71, 1.40, -3.22], [0.95, 2.27, -2.61], [-8.06, -2.87, -5.06]]
}


# 2
{
  "formula": "C36H28ClNO20S",
  "method": "ωB97M-V/def2-TZVPD",
  "gap_ha": 0.281,
  "smiles": "O=C1c2ccccc2C(=O)N1CCCCS(=O)(=O)Cl.O=C1C=C(O)C(=O)C=C1O.O=C1C=C(O)C(=O)C=C1O.O=C1C=C(O)C(=O)C=C1O.O=C1C=C(O)C(=O)C=C1O",
  "energy_ha": -3806.5599,
  "e_lumo_ev": -1.82,
  "spin_multiplicity": 1,
  "elements": ["O", "H", "H", "H", "H", "H", "H", "O", "C", "S", "C", "H", "H", "H", "C", "O", "H", "C", "O", "C", "H", "O", "H", "C", "H", "C", "O", "O", "C", "O", "C", "H", "C", "H", "C", "O", "H", "H", "O", "H", "O", "C", "O", "O", "C", "C", "H", "H", "O", "C", "H", "C", "C", "H", "O", "Cl", "C", "C", "C", "C", "C", "H", "N", "C", "H", "O", "O", "C", "C", "C", "C", "C", "C", "O", "C", "O", "H", "C", "C", "C", "C", "H", "C", "O", "H", "C", "H"],
  "coordinates": [[-4.06, 6.45, -1.77], [-4.08, 6.46, 0.88], [-1.88, -1.50, 1.78], [1.66, 0.90, 4.70], [2.57, -1.25, -0.61], [0.85, -2.81, -0.03], [1.51, -3.08, 1.56], [-1.81, -9.97, -8.51], [-3.77, 5.51, -1.05], [3.33, -0.52, 1.52], [-3.38, 4.22, -1.74], [-3.70, 5.20, -3.28], [4.75, 2.91, 1.66], [6.53, 5.99, 2.20], [5.24, 4.37, 2.70], [1.29, 1.11, 7.33], [5.40, 6.93, 6.31], [-1.73, 1.76, 4.70], [4.75, -0.54, 1.36], [-1.07, -2.91, -4.17], [-0.17, 1.48, 8.63], [-3.42, 4.37, 2.40], [-2.11, -10.41, -7.69], [-1.38, -6.07, -7.20], [-1.01, -8.00, -10.11], [5.75, 6.16, 4.23], [6.29, 7.20, 4.55], [-0.04, 0.87, -0.84], [0.67, 1.16, 5.05], [-1.19, -4.79, -6.89], [-1.64, -8.69, -8.21], [3.39, -2.46, 0.35], [-0.95, 1.63, 6.96], [0.88, -2.37, -4.90], [-0.64, -0.15, -1.01], [-0.73, -5.47, -9.35], [3.61, 3.87, 5.78], [-0.90, -4.36, -7.73], [5.31, 3.71, 1.56], [0.24, -1.50, 2.51], [-2.68, 2.24, 1.10], [4.89, 5.49, 5.28], [-0.23, 1.31, 2.89], [4.84, 6.14, 6.43], [4.23, 4.35, 5.04], [-3.02, 3.12, -1.06], [-2.97, 2.11, 6.46], [-2.73, 2.20, -1.55], [-2.33, -9.27, -6.06], [2.62, -1.69, 0.38], [-2.00, -6.76, -5.28], [-1.08, -6.40, -8.64], [-3.78, 5.54, 0.40], [-3.15, 3.45, 2.65], [2.79, -0.72, 2.83], [2.71, 1.27, 0.80], [-1.18, -1.59, 0.95], [0.25, -1.32, 1.44], [0.13, -2.19, -4.14], [-2.04, -2.70, -3.20], [0.44, 1.28, 6.47], [0.54, -0.29, 1.30], [-1.65, -0.67, -0.12], [-0.59, -1.06, -2.19], [-1.11, 1.53, 2.50], [3.80, 2.69, 3.41], [-3.73, -1.52, -0.80], [-1.95, -8.36, -6.77], [-1.97, 1.86, 6.12], [-2.56, -1.36, -1.01], [4.36, 3.72, 3.74], [0.38, -1.24, -3.16], [-1.79, -6.99, -6.32], [-2.56, 1.96, 3.83], [5.90, 5.52, 2.94], [-1.06, 1.69, 8.28], [-2.98, -3.25, -3.21], [-1.23, -7.77, -9.08], [-1.77, -1.78, -2.20], [1.28, -2.31, 0.83], [-3.43, 4.44, 1.08], [-1.23, -3.62, -4.96], [-3.01, 3.16, 0.38], [-3.42, 4.29, -3.07], [1.30, -0.67, -3.13], [-0.35, 1.39, 4.21], [-1.25, -2.62, 0.57]]
}


# 3
{
  "formula": "C36H29AsIrO3SSi",
  "method": "ωB97M-V/def2-TZVPD",
  "gap_ha": [0.215, 0.215],
  "charge": 1,
  "energy_ha": -4642.4239,
  "e_lumo_ev": [-5.51, -5.51],
  "spin_multiplicity": 1,
  "elements": ["H", "C", "H", "H", "C", "H", "C", "C", "O", "C", "C", "C", "Si", "H", "H", "C", "C", "C", "H", "H", "C", "H", "C", "C", "S", "H", "C", "H", "H", "H", "H", "H", "H", "H", "C", "H", "C", "H", "H", "O", "C", "H", "C", "C", "C", "H", "H", "C", "C", "H", "Ir", "C", "H", "H", "C", "O", "C", "C", "C", "C", "C", "H", "H", "C", "C", "C", "H", "C", "C", "As", "C", "C"],
  "coordinates": [[-3.76, -6.79, -0.93], [-2.49, -3.17, -0.50], [-3.81, -5.23, -2.84], [-3.00, -2.92, -2.57], [1.27, 2.03, -0.85], [-5.30, -0.39, 3.12], [1.99, 3.04, -1.49], [-4.27, -0.24, 2.82], [2.56, -3.50, -0.67], [1.55, 1.00, 4.75], [6.75, 0.96, -0.89], [-2.46, -0.66, 1.28], [-1.83, -1.44, -0.29], [-2.81, 1.77, -4.96], [3.08, 3.04, -1.48], [6.34, 1.12, 0.42], [1.31, 4.05, -2.15], [-0.12, 2.05, -0.86], [-2.91, -6.04, 1.26], [1.87, 4.83, -2.65], [1.55, 2.17, 4.00], [-0.59, 4.85, -2.69], [-2.18, -0.36, -1.79], [-1.63, 0.14, 2.08], [2.09, -1.89, 2.04], [7.06, 1.29, 1.20], [4.47, 0.66, -1.60], [-3.98, 0.54, -1.04], [-0.68, 1.27, -0.35], [-4.43, -1.48, 1.09], [-4.38, 1.88, -3.07], [1.70, -1.14, 4.73], [7.80, 1.02, -1.14], [4.66, 1.16, 1.76], [1.72, -0.24, 4.14], [-0.44, -1.07, -2.84], [1.73, 2.12, 2.63], [-0.84, 0.29, -4.85], [-3.82, 1.02, 4.50], [3.12, -2.27, -0.90], [-2.12, 0.74, 3.24], [-1.87, 3.06, -1.54], [4.06, 0.83, -0.27], [-3.78, -0.85, 1.68], [4.99, 1.04, 0.74], [-0.58, 0.27, 1.82], [3.75, 0.48, -2.38], [1.92, 0.89, 2.01], [-2.97, -3.60, -1.73], [1.40, 1.04, 5.82], [1.66, -1.70, -0.05], [-2.63, 1.18, -4.08], [-2.11, -3.73, 1.54], [1.40, 3.12, 4.49], [-3.40, -5.78, -0.81], [-0.20, -1.52, -0.11], [-2.92, -5.36, 0.42], [1.90, -0.29, 2.76], [-3.44, 0.55, 3.60], [-2.47, -4.06, 0.58], [-3.51, 1.24, -3.01], [1.72, 3.03, 2.04], [6.15, 0.61, -2.92], [-1.52, 0.35, -4.01], [-0.79, 3.06, -1.52], [-3.29, 0.48, -1.87], [-1.46, 1.35, 3.85], [5.82, 0.74, -1.90], [-0.07, 4.06, -2.17], [2.20, 0.65, 0.13], [-3.43, -4.90, -1.88], [-1.30, -0.42, -2.88]]
}


# 4
{
  "formula": "C36H29BCrF6O5S",
  "method": "ωB97M-V/def2-TZVPD",
  "gap_ha": [0.209, 0.120],
  "charge": 3,
  "energy_ha": -3830.8716,
  "e_lumo_ev": [-10.32, -12.42],
  "spin_multiplicity": 4,
  "relative_energy_kcal_mol": 123.3,
  "elements": ["C", "H", "H", "H", "S", "C", "C", "C", "C", "H", "C", "H", "C", "C", "H", "H", "C", "C", "H", "H", "C", "H", "F", "H", "H", "H", "C", "O", "B", "Cr", "H", "H", "C", "O", "F", "H", "C", "C", "C", "H", "H", "C", "C", "H", "C", "F", "H", "C", "C", "C", "F", "F", "C", "H", "H", "H", "C", "C", "O", "C", "H", "C", "C", "F", "H", "C", "C", "H", "C", "H", "C", "O", "H", "C", "C", "C", "H", "C", "O"],
  "coordinates": [[-2.89, 4.95, 2.65], [-1.09, 3.76, 2.93], [0.79, -0.09, -3.89], [2.55, 3.67, -2.15], [3.92, -0.61, -2.23], [-0.19, -3.73, 2.58], [2.06, 2.33, -0.54], [-1.57, -3.93, 2.68], [-2.43, 2.80, 1.54], [-2.53, 5.77, 3.28], [2.91, -0.16, -4.52], [6.16, 0.29, -4.15], [0.86, -1.95, -1.07], [-5.63, 2.47, 3.64], [-0.94, -1.39, -2.13], [-2.57, -0.98, 1.29], [3.01, 2.84, -1.60], [4.14, -0.37, -3.95], [-4.16, 1.88, 0.66], [2.60, -2.83, -0.17], [1.68, 3.40, 0.45], [2.56, 3.74, 1.01], [1.86, -5.56, 1.01], [3.27, 2.04, -2.30], [2.80, 0.00, -5.60], [1.25, 4.27, -0.06], [-0.28, -2.20, -1.81], [0.38, 0.58, -1.27], [1.11, -0.43, -0.55], [-3.91, 3.17, 3.24], [1.05, -0.19, 1.40], [0.49, -4.52, 2.92], [-0.49, -1.59, 1.46], [2.45, -0.14, -0.02], [-2.89, -2.95, -2.64], [3.94, 3.20, -1.13], [-3.29, 1.61, 4.10], [1.67, -3.00, -0.70], [1.81, -0.18, -3.57], [-4.83, 5.85, 2.28], [-5.65, 3.87, 0.98], [0.10, -4.59, -1.66], [-4.10, 3.87, 5.01], [-1.97, -4.85, 3.09], [-1.89, -1.74, 1.64], [1.79, -6.65, -0.90], [3.89, 1.27, 0.10], [5.47, -0.42, -4.62], [-0.64, -3.51, -2.12], [0.73, 1.92, -1.27], [-2.25, -5.03, -3.05], [-1.51, -3.36, -4.32], [1.25, -4.32, -0.92], [-3.49, -3.05, 2.29], [-0.20, -5.61, -1.86], [-0.13, 2.45, -0.81], [-0.69, 0.79, 0.95], [-1.82, -3.73, -3.03], [-4.32, 4.13, 6.14], [-2.06, 3.84, 2.44], [0.94, 3.00, 1.15], [-4.63, 3.89, 1.37], [-4.17, 4.99, 2.10], [3.42, -5.19, -0.50], [5.91, -1.42, -4.53], [-3.79, 2.78, 1.16], [2.21, -0.43, -2.27], [5.38, -0.17, -5.68], [0.15, -0.38, 0.77], [1.41, -2.40, 2.02], [-1.48, 1.71, 1.21], [-6.61, 2.01, 4.07], [2.61, 1.35, 1.36], [-2.42, -2.92, 2.22], [2.08, -5.43, -0.35], [2.80, 1.20, 0.27], [0.77, 2.21, -2.34], [0.32, -2.56, 2.04], [-3.08, 0.66, 4.75]]
}